No. 1
Formula: CH6OSi
Source: the Open Molecules 2025 dataset
Level of theory: ωB97M-V/def2-TZVPD

Structure (XYZ):
```
9
CH6OSi (ωB97M-V/def2-TZVPD)
C 0.83239 0.52420 0.30876
O 1.85530 -0.50441 0.05203
Si -0.89460 -0.22725 0.08956
H 0.78492 1.38820 -0.41995
H 1.02280 0.94020 1.30935
H 2.79244 -0.23859 0.13060
H -1.55463 -0.64605 1.33209
H -1.43336 0.81873 -0.72541
H -0.39858 -1.27270 -0.80967
```

Output
**SMILES string**: OC[SiH3]
**Relative energy (zero: lowest compared OMol25 entry of this formula, charge and spin)**: 52.0 kcal/mol
**Max |F|**: 2.0 eV Å⁻¹
**HOMO-LUMO gap**: 11.2 eV
**HOMO level**: -10.28 eV



No. 2
Formula: CH6OSi2
Source: the Open Molecules 2025 dataset
Level of theory: ωB97M-V/def2-TZVPD

Structure (XYZ):
```
10
CH6OSi2 (ωB97M-V/def2-TZVPD)
C -1.05823 0.55614 0.27502
O 1.38809 -0.91514 -0.27483
Si 1.00597 0.76294 0.09571
Si -0.42669 -1.24642 0.05239
H -1.32915 1.06785 -0.73704
H 1.17452 1.53891 -1.26848
H -1.68469 0.80822 1.07312
H 1.89204 1.43295 0.96872
H -0.11688 -2.21634 1.10387
H -0.84499 -1.78911 -1.28850
```

Output
**Relative energy (zero: lowest compared OMol25 entry of this formula, charge and spin)**: 12.3 kcal/mol
**Max |F|**: 4.9 eV Å⁻¹
**HOMO-LUMO gap**: 10.5 eV
**HOMO level**: -10.00 eV



No. 3
Formula: CH6P2
Source: the Open Molecules 2025 dataset
Level of theory: ωB97M-V/def2-TZVPD

Structure (XYZ):
```
9
CH6P2 (ωB97M-V/def2-TZVPD)
C -0.08994 -0.45393 -0.11262
P -1.39890 0.55172 0.60104
P 2.12707 0.15021 0.73081
H 0.13477 -0.18442 -1.11849
H -0.31222 -1.47945 0.01449
H -1.89241 0.47949 -0.67620
H -2.34533 -0.42540 0.86655
H 1.59617 1.42661 0.39484
H 2.18079 -0.06483 -0.70043
```

Output
**Relative energy (zero: lowest compared OMol25 entry of this formula, charge and spin)**: 52.4 kcal/mol
**Max |F|**: 4.1 eV Å⁻¹
**HOMO-LUMO gap**: 9.1 eV
**HOMO level**: -8.89 eV



Going through the records in order, we get E_LUMO values of 0.035 0.018 0.006 Ha.